# 1
A molecular structure, C28H35N5P2Pt, computed with ωB97M-V/def2-TZVPD.

Geometry (Å):
Pt1 4.006 2.393 0.571
P1 -2.069 0.748 0.527
P2 -0.637 -0.949 -2.164
N1 -3.601 1.665 0.332
N2 -0.893 -1.362 -3.860
N3 6.070 3.541 -1.409
N4 -0.296 -2.613 -1.682
N5 -2.428 0.298 2.178
C1 4.011 4.138 1.624
C2 1.561 0.655 0.775
C3 -2.384 0.290 4.445
C4 -4.924 1.212 0.391
C5 0.903 -3.045 -1.083
C6 3.812 0.042 2.812
C7 2.201 1.677 1.655
C8 -5.781 2.269 0.110
C9 5.030 0.292 0.581
C10 3.249 1.413 2.554
C11 -1.737 0.758 3.306
C12 2.553 -0.207 -0.039
C13 -3.508 -0.465 2.626
C14 -1.118 -1.017 -6.095
C15 -2.447 -0.937 -1.707
C16 5.000 -0.378 1.905
C17 5.341 3.072 -0.623
C18 0.684 -4.273 -0.468
C19 -0.657 -4.675 -0.792
C20 -4.962 3.411 -0.166
C21 -3.514 -0.477 4.012
C22 -1.238 -3.628 -1.495
C23 -0.850 -0.397 -4.883
C24 3.926 0.377 -0.300
C25 -1.416 -2.395 -5.815
C26 -2.719 -0.820 -0.195
C27 -3.636 3.018 -0.009
C28 -1.310 -2.567 -4.441
H1 4.191 0.532 -1.358
H2 -1.478 -3.453 -3.850
H3 -2.885 -0.082 -2.254
H4 5.017 -1.478 1.801
H5 5.928 -0.138 2.444
H6 3.258 4.221 2.422
H7 -2.712 3.554 -0.138
H8 3.040 -0.749 2.784
H9 -2.238 -3.552 -1.887
H10 1.619 2.570 1.874
H11 -5.176 0.175 0.570
H12 1.806 -2.455 -1.173
H13 -2.968 -1.839 -2.077
H14 -1.103 -0.555 -7.076
H15 -0.848 1.355 3.176
H16 0.904 -0.009 1.355
H17 5.025 4.125 2.059
H18 4.170 0.010 3.856
H19 3.432 2.145 3.347
H20 1.355 -4.787 0.215
H21 -5.306 4.385 -0.474
H22 -1.678 -3.170 -6.525
H23 0.916 1.183 0.059
H24 3.964 4.967 0.899
H25 -0.616 0.630 -4.644
H26 -3.815 -0.928 -0.092
H27 -2.079 0.458 5.472
H28 -4.245 -0.990 4.627
H29 -2.278 -1.655 0.381
H30 2.635 -1.202 0.418
H31 -4.162 -0.980 1.938
H32 6.023 0.435 0.139
H33 -6.863 2.201 0.092
H34 -1.157 -5.603 -0.538
H35 2.100 -0.386 -1.023

**<S²>**: 2.012
**F_max**: 0.05881 hartree/bohr
**Highest occupied orbital energy (spin up / spin down)**: -5.6 / -8.4 eV
**Frontier orbital gap (spin up / spin down)**: 5.80 / 5.23 eV
**ΔE to the lowest compared entry with this formula, charge and spin**: 0.000 eV
**Multiplicity**: 3
**E_tot**: -2163.54101 hartree

# 2
A molecular structure, C28H36Br2Cl2MoNO4P, computed with ωB97M-V/def2-TZVPD.

Geometry (Å):
Mo1 0.572 0.210 0.573
Br1 6.646 2.269 -2.020
Br2 6.977 -0.882 -2.582
Cl1 2.970 0.629 0.998
Cl2 3.326 3.582 1.661
P1 -1.966 -0.292 0.898
O1 0.935 -1.655 0.749
O2 -0.241 2.563 0.317
O3 -0.890 2.375 3.461
O4 0.341 0.752 2.489
N1 1.148 0.252 -1.600
C1 2.794 0.582 -3.756
C2 -4.093 -2.227 1.353
C3 0.789 1.180 -2.513
C4 -4.995 2.935 -0.574
C5 2.320 -3.620 0.581
C6 -2.358 -2.744 -0.313
C7 -0.827 1.273 2.966
C8 3.152 -0.363 -2.742
C9 -0.438 1.918 -2.347
C10 -5.003 1.659 -1.085
C11 -3.056 -3.880 -0.706
C12 -4.097 0.709 -0.581
C13 -2.876 -1.857 0.696
C14 -3.238 2.325 0.898
C15 -4.266 -4.161 -0.007
C16 7.691 0.852 -2.923
C17 -2.026 0.271 2.724
C18 -4.737 -3.383 1.010
C19 1.642 1.299 -3.616
C20 1.428 -2.781 1.523
C21 3.381 1.961 2.360
C22 0.249 3.606 -0.542
C23 0.265 -3.570 2.162
C24 2.289 -2.272 2.741
C25 -0.167 3.372 -1.993
C26 -4.167 3.277 0.458
C27 2.259 -0.543 -1.726
C28 -3.155 1.007 0.394
H1 -1.028 1.532 -1.467
H2 -4.109 -0.312 -1.018
H3 -0.272 -2.911 2.843
H4 4.088 -0.895 -2.783
H5 -4.216 4.262 0.882
H6 -1.893 -0.519 3.496
H7 -1.042 3.993 -2.277
H8 -0.206 4.552 -0.238
H9 -5.611 3.720 -0.964
H10 1.359 2.016 -4.415
H11 -5.675 1.330 -1.881
H12 -1.090 1.770 -3.223
H13 -4.830 -5.007 -0.325
H14 2.260 -1.435 -1.085
H15 -2.737 -4.553 -1.539
H16 1.649 -1.593 3.356
H17 2.584 -3.129 3.326
H18 -3.009 0.784 2.893
H19 3.327 -3.213 0.606
H20 -0.463 -3.892 1.372
H21 8.703 0.861 -2.515
H22 2.451 -4.565 1.129
H23 0.621 -4.439 2.688
H24 -0.330 2.975 1.201
H25 -1.532 -2.432 -0.904
H26 7.690 1.116 -3.985
H27 3.212 -1.735 2.411
H28 3.344 0.566 -4.706
H29 -4.458 -1.616 2.136
H30 1.934 -3.766 -0.434
H31 0.671 3.802 -2.672
H32 2.529 1.851 3.072
H33 1.365 3.667 -0.476
H34 4.382 1.728 2.851
H35 -5.623 -3.700 1.466
H36 -2.623 2.558 1.791

**Total charge**: +2
**<S²>**: 2.018
**F_max**: 0.06324 hartree/bohr
**Highest occupied orbital energy (spin up / spin down)**: -14.3 / -14.3 eV
**Frontier orbital gap (spin up / spin down)**: 6.48 / 6.94 eV
**ΔE to the lowest compared entry with this formula, charge and spin**: 0.000 eV
**Multiplicity**: 3
**E_tot**: -7921.68174 hartree

# 3
2 unconnected molecules or ions with the total composition C28H36Cl2NSi, computed with ωB97M-V/def2-TZVPD.

Geometry (Å):
Cl1 -6.161 -6.270 4.817
Cl2 3.629 2.205 6.161
Si1 1.043 1.169 -3.030
N1 0.947 0.034 -1.585
C1 2.000 -0.084 -0.667
C2 -1.618 -1.306 3.510
C3 2.076 1.936 3.962
C4 -4.532 -3.466 2.487
C5 2.726 3.521 -2.880
C6 -3.361 -3.436 4.611
C7 2.345 1.510 5.274
C8 1.388 2.993 -0.796
C9 3.235 -0.652 -3.565
C10 -5.165 -5.007 4.241
C11 1.662 -1.008 0.313
C12 2.494 0.572 -4.115
C13 -0.546 1.250 -4.079
C14 0.219 0.342 3.808
C15 -1.632 0.240 -3.719
C16 0.356 -1.483 0.008
C17 1.553 0.512 5.860
C18 -5.342 -4.499 2.942
C19 -0.055 -0.840 -1.154
C20 1.033 1.360 3.245
C21 1.433 2.902 -2.327
C22 2.114 0.349 -5.586
C23 -4.169 -4.471 5.071
C24 -1.151 2.659 -4.173
C25 -0.842 -0.247 3.051
C26 -3.513 -2.905 3.302
C27 0.505 -0.055 5.143
C28 -2.687 -1.848 2.806
H1 -1.363 -1.743 4.479
H2 -0.439 3.397 -4.561
H3 1.673 1.241 -6.048
H4 4.043 -0.906 -4.265
H5 3.018 0.099 -6.158
H6 1.407 -0.485 -5.698
H7 3.202 1.415 -4.089
H8 0.465 2.575 -0.372
H9 -1.064 0.178 2.069
H10 -4.035 -4.868 6.072
H11 -2.066 0.459 -2.735
H12 -4.667 -3.074 1.480
H13 2.248 2.497 -0.330
H14 -0.221 -2.208 0.565
H15 3.696 -0.464 -2.589
H16 2.809 4.558 -2.523
H17 2.695 2.714 3.528
H18 0.601 3.520 -2.699
H19 -0.107 -0.814 5.627
H20 0.828 1.688 2.226
H21 2.576 -1.526 -3.479
H22 -2.009 2.638 -4.859
H23 -2.600 -3.030 5.275
H24 -6.115 -4.928 2.314
H25 -1.260 -0.791 -3.728
H26 1.423 4.057 -0.518
H27 2.913 0.495 -0.787
H28 3.619 2.978 -2.541
H29 -2.915 -1.447 1.815
H30 2.285 -1.293 1.149
H31 -1.515 3.005 -3.196
H32 -0.976 -0.942 -1.711
H33 1.763 0.188 6.875
H34 -2.442 0.302 -4.459
H35 2.742 3.553 -3.978
H36 -0.194 0.984 -5.087

**Total charge**: +1
**F_max**: 0.01808 hartree/bohr
**Highest occupied orbital energy**: -10.4 eV
**Frontier orbital gap**: 4.80 eV
**Multiplicity**: 1
**E_tot**: -2352.93750 hartree